[1]
Computed, not measured: a molecular structure, C18H15BrCrF3 in a non-equilibrium geometry, with ωB97M-V/def2-TZVPD.

The calculation puts the HOMO energy (alpha / beta) at -11.246 / -11.286 eV. For the frontier orbital gap (alpha / beta), the calculation gives 2.66 / 4.40 eV. As for the LUMO energy (alpha / beta): -8.59 / -6.89 eV.

Structure (ORCA input):
```
! wB97M-V def2-TZVPD RIJCOSX def2/J DEFGRID3
* xyz 1 5
H -11.58 -3.94 -14.72
H -14.98 1.34 -13.24
H -19.03 -0.15 -13.81
H -19.07 1.00 -15.97
Cr -11.15 3.12 -12.27
C -15.92 1.26 -13.77
C -17.01 0.50 -13.31
H -15.14 2.63 -15.22
C -15.98 2.00 -14.96
C -10.41 -2.11 -14.56
H -9.07 -0.57 -14.40
Br -12.05 1.09 -13.53
C -12.44 5.58 -17.63
C -12.56 2.86 -17.28
C -10.66 -3.43 -14.97
H -12.91 5.71 -15.51
C -8.22 -2.21 -15.53
H -12.55 1.80 -17.08
C -9.72 -4.12 -15.59
C -12.19 3.35 -18.52
H -12.99 3.15 -15.18
C -12.72 3.62 -16.11
F -17.29 2.76 -16.75
H -12.47 6.65 -17.81
F -7.59 -4.26 -16.58
C -9.19 -1.57 -14.77
C -18.26 1.18 -15.28
C -12.69 5.02 -16.31
C -17.17 1.98 -15.68
H -9.87 -5.17 -15.77
H -7.29 -1.69 -15.73
C -18.16 0.42 -14.10
H -12.05 2.73 -19.39
H -16.80 -0.05 -12.40
C -8.52 -3.52 -15.94
F -11.89 5.25 -19.87
C -12.21 4.75 -18.68
H -11.14 -1.65 -13.92
*
```



[2]
Computed, not measured: a molecular structure, C31H25ClHgIN8O, with ωB97M-V/def2-TZVPD.

The calculation puts the HOMO energy (alpha / beta) at -0.285 / -0.810 eV. For the frontier orbital gap (alpha / beta), the calculation gives 4.08 / 4.60 eV. As for the LUMO energy (alpha / beta): 3.79 / 3.79 eV. Its relative energy (zero: lowest compared OMol25 entry of this formula, charge and spin) is 2.816 eV.

Structure (ORCA input):
```
! wB97M-V def2-TZVPD RIJCOSX def2/J DEFGRID3
* xyz -2 2
C 3.19 4.10 3.33
C 3.47 0.87 -2.50
Cl -0.55 -7.90 -0.52
C -2.45 -3.74 -1.34
C -1.62 -1.57 2.60
N 1.12 0.37 0.33
C 1.57 -3.99 -0.08
N -0.33 -2.73 -0.78
H 4.87 3.81 0.41
H 1.33 2.17 3.16
C 0.87 0.86 1.56
C -2.55 -6.21 -1.19
C 1.58 1.88 2.15
H -3.06 2.08 -3.33
C 2.67 -0.24 -4.30
C -1.03 -3.88 -0.93
H 2.59 -3.98 0.27
H 3.57 2.53 -0.49
N -1.89 1.43 -1.05
H -4.67 3.29 -0.98
C 4.57 4.14 1.40
Hg -1.19 -0.45 -1.02
H 2.80 -0.55 -5.33
N -2.00 0.35 3.93
H 4.28 1.43 -2.05
H 1.37 -6.12 -0.03
H -1.90 -2.58 2.30
C -3.14 -4.97 -1.44
H -4.00 0.75 0.63
H 0.76 -1.20 -4.01
H -3.14 -7.12 -1.30
C -2.32 -0.90 3.58
C -3.73 1.46 -2.74
H 6.16 5.54 1.49
H -4.77 1.76 -2.93
C -4.22 0.63 -0.44
H -0.77 1.94 3.52
C 2.09 1.01 -0.36
C -0.99 0.90 3.28
C -0.26 0.22 2.30
H -5.29 0.84 -0.60
H -2.97 3.71 -1.32
H -3.16 -1.36 4.09
C 0.89 -5.17 -0.24
C -3.62 3.02 -0.79
C 0.92 -2.79 -0.35
I -5.15 -4.89 -1.99
C 4.00 5.09 3.85
H -3.42 3.11 0.28
C 1.55 -0.60 -3.58
C 2.65 2.53 1.46
H 2.35 3.76 3.93
C -3.32 1.58 -1.25
H 3.77 5.49 4.84
O -2.94 -2.62 -1.55
N 1.38 -0.21 -2.32
C 2.32 0.55 -1.76
H -3.61 0.42 -3.06
C 2.85 2.04 0.14
H -4.03 -0.41 -0.71
H 1.40 -1.84 -0.18
N -0.59 -1.02 1.98
C 3.44 3.56 2.04
C -0.45 -5.14 -0.67
N 3.65 0.49 -3.75
N 5.06 5.63 3.23
C -1.24 -6.31 -0.82
C 5.30 5.12 2.01
*
```



[3]
Computed, not measured: 2 unconnected molecules or ions with the total composition C22H44NO5S in a non-equilibrium geometry, with ωB97M-V/def2-TZVPD.

The calculation puts the HOMO energy at -11.731 eV. For the frontier orbital gap, the calculation gives 9.31 eV. As for the LUMO energy: -2.42 eV. Its relative energy (zero: lowest compared OMol25 entry of this formula, charge and spin) is 2.044 eV.

Structure (ORCA input):
```
! wB97M-V def2-TZVPD RIJCOSX def2/J DEFGRID3
* xyz 1 1
H -4.04 -0.71 0.04
C 5.74 1.56 -3.90
C -1.11 -0.22 2.63
H 5.75 -0.14 -2.38
C 0.05 -1.60 -3.21
H 3.60 1.20 -0.79
H -4.36 0.73 6.57
N -3.40 -0.80 2.06
H -0.25 0.38 2.33
C -5.27 0.71 1.01
H 2.46 -0.35 -2.40
H -5.26 -1.15 5.04
O 0.68 -0.33 -5.65
C 0.59 0.24 -1.23
H -5.19 -1.50 1.12
C 7.91 -1.51 -2.81
H -1.02 -2.08 -3.42
H -6.91 0.72 2.45
H 5.71 2.03 -1.59
H 6.62 2.10 -4.49
H -2.98 0.74 5.44
H 9.71 -2.89 -2.44
H -7.19 -0.33 1.05
O 1.21 1.15 -3.49
C -6.75 0.61 1.37
H 5.79 3.53 -2.73
C -4.53 -0.63 1.02
C 5.29 2.46 -2.59
H -3.01 -1.33 4.12
H -2.83 -2.90 1.75
H -2.31 0.78 1.13
C 0.25 -1.35 -1.59
C 9.32 -1.86 -1.98
H -5.95 -0.76 3.51
H -0.78 -2.35 2.82
H -2.80 1.15 2.81
O 7.00 -2.51 -2.83
C 3.66 2.74 -2.53
O 7.66 -0.17 -3.44
H 1.21 -1.97 -1.25
C -5.05 -0.60 4.12
C -3.98 1.15 5.63
H -7.31 1.42 0.89
H 5.75 -0.70 -4.25
C -1.06 -1.62 2.05
H 0.92 -2.32 -3.60
C 6.20 0.03 -3.45
C -2.44 -1.92 1.49
H 8.99 -2.06 -0.87
C 1.84 0.67 -2.26
H -5.93 1.23 4.79
H -0.38 0.87 -1.41
S 0.19 -0.01 -4.20
H -4.66 1.49 3.63
C -2.42 0.37 2.14
C -3.88 -1.30 3.45
H -0.31 -1.69 1.26
H -2.41 -1.82 0.40
H 0.91 0.31 -0.10
H -4.78 1.50 1.57
H -4.18 -2.35 3.29
H -5.25 1.06 -0.04
H 3.28 2.74 -3.64
H -0.66 -1.77 -0.97
H 10.12 -1.01 -2.04
H 2.17 2.44 -0.82
H 4.83 1.44 -4.65
H 3.52 3.85 -2.13
O -1.25 0.64 -4.25
C -4.94 0.88 4.49
C 2.84 1.74 -1.52
H -3.87 2.23 5.78
H -1.10 -0.27 3.72
*
```